The following is a quantum chemistry calculation of a 2-piece molecular cluster, C3H8BCl overall at a distorted geometry, from the OMol25 dataset.

CARTESIAN COORDINATES (ANGSTROEM)
1 H 1.46 -1.32 1.62
2 C -1.45 0.02 -1.19
3 B -0.23 0.36 -0.17
4 H -1.75 0.94 -1.76
5 H -0.33 2.42 0.78
6 H 1.24 1.96 0.24
7 C 1.25 -1.57 0.53
8 H 2.28 -1.56 -0.06
9 H -2.41 -0.21 -0.61
10 Cl 0.16 -2.80 0.20
11 C 0.30 1.57 0.62
12 H -1.17 -0.82 -1.74
13 H 0.66 1.02 1.55

Results
Highest occupied orbital energy: -7.49 eV
Spin multiplicity: 1
Energy: -604.018823 Ha
Total charge: 0
Gap between HOMO and LUMO: 0.2936 Eh
ΔE to the lowest compared entry with this formula, charge and spin: 58.9 kcal/mol
LUMO: 0.50 eV

Let us look at the natural (NBO) charges, expressed in e, one per atom:
1. H 0.20
2. C -1.09
3. B 1.00
4. H 0.25
5. H 0.24
6. H 0.28
7. C -0.72
8. H 0.21
9. H 0.27
10. Cl -0.03
11. C -1.14
12. H 0.26
13. H 0.27